{"formula": "C3H6N3", "method": "ωB97M-V/def2-TZVPD", "species": ["C", "N", "C", "N", "C", "N", "H", "H", "H", "H", "H", "H"], "positions_angstrom": [[1.5948, -0.8261, -0.9044], [1.2610, 0.0282, -0.0898], [0.9619, 1.0079, 0.6021], [-0.1873, 1.6957, 0.6092], [-1.3166, 1.1663, 0.4277], [-1.4561, -0.1657, 0.4965], [2.0292, -0.5816, -1.8729], [1.5139, -1.9269, -0.7265], [1.6946, 1.6917, 0.9950], [-2.1259, 1.8246, 0.1460], [-0.6323, -0.7209, 0.5008], [-2.3353, -0.6547, 0.5458]], "lowdin_charge": [0.14, 0.09, -0.13, 0.11, -0.18, 0.18, 0.13, 0.14, 0.17, 0.15, 0.08, 0.13], "charge": 1, "e_homo_ev": -14.742, "e_tot_ha": -281.85858, "smiles": "C=N/C=N\\C=[NH2+]"}

***

{"formula": "C4H10N2O", "method": "ωB97M-V/def2-TZVPD", "species": ["C", "C", "C", "C", "N", "O", "N", "H", "H", "H", "H", "H", "H", "H", "H", "H", "H"], "positions_angstrom": [[1.0961, -0.5974, 1.4171], [-0.0527, 0.2226, 0.9729], [0.4088, 0.7982, -0.4523], [-0.9050, 1.3601, -1.1044], [-1.6222, 0.4941, -1.7905], [-1.1914, -1.9154, -0.5510], [2.2121, 0.3204, 1.3231], [1.3937, -1.4520, 0.7741], [1.0428, -1.0156, 2.3917], [-1.0847, -0.2230, 0.8387], [-0.2575, 1.1417, 1.5453], [1.1380, 1.6294, -0.2452], [0.9766, 0.0063, -0.9281], [-1.2285, 2.3504, -0.7585], [-1.5664, -0.4959, -1.4317], [3.0583, -0.2637, 1.4573], [-1.3541, -2.7564, -0.9643]], "lowdin_charge": [-0.29, -0.23, -0.19, -0.15, 0.13, -0.28, 0.20, 0.15, 0.12, 0.11, 0.11, 0.10, 0.09, 0.11, 0.01, 0.07, -0.06], "charge": 0, "e_homo_ev": -7.943, "e_tot_ha": -342.82444}

***

{"formula": "C19H39BrO3SZn", "method": "ωB97M-V/def2-TZVPD", "species": ["C", "C", "C", "C", "C", "C", "C", "C", "C", "C", "C", "C", "C", "C", "C", "C", "O", "S", "O", "O", "C", "Br", "C", "C", "H", "H", "H", "H", "H", "H", "H", "H", "H", "H", "H", "H", "H", "H", "H", "H", "H", "H", "H", "H", "H", "H", "H", "H", "H", "H", "H", "H", "H", "H", "H", "H", "H", "H", "H", "H", "H", "H", "H", "Zn"], "positions_angstrom": [[-6.7440, 3.9711, 2.2933], [-7.9657, 3.5636, 1.4492], [-7.6005, 3.5576, -0.0729], [-7.1620, 2.1256, -0.4447], [-5.8344, 2.0005, -1.2527], [-5.5110, 3.1572, -2.1767], [-4.1942, 2.8018, -2.9641], [-2.9597, 2.8800, -2.0521], [-1.9280, 1.7658, -2.3910], [-0.4659, 2.2309, -2.2148], [0.2445, 1.5883, -0.9980], [1.3603, 0.5820, -1.4118], [2.7502, 1.0423, -0.9525], [3.7644, -0.1070, -0.9221], [3.6523, -0.9742, 0.3447], [4.3443, -2.2968, 0.0983], [4.7999, -2.8626, 1.3914], [6.2735, -3.4144, 1.2912], [7.1417, -2.5287, 2.0055], [6.1515, -4.7659, 2.3801], [7.1722, -5.6190, 2.1952], [6.8718, -6.6979, 0.6083], [7.4842, -6.4083, 3.5011], [7.6385, -7.9271, 3.3641], [-6.0981, 3.0981, 2.4094], [-6.2140, 4.8015, 1.8362], [-7.0828, 4.2205, 3.3001], [-8.7554, 4.2992, 1.6258], [-8.3138, 2.5910, 1.7972], [-6.8283, 4.3068, -0.2004], [-8.5252, 3.7794, -0.6013], [-6.9843, 1.5890, 0.4969], [-7.9927, 1.6020, -0.9154], [-5.0036, 1.7596, -0.5921], [-5.9553, 1.1089, -1.8867], [-5.2458, 4.0264, -1.5755], [-6.2904, 3.3727, -2.9043], [-4.2927, 1.7905, -3.3558], [-4.0404, 3.5401, -3.7499], [-2.4682, 3.8459, -2.1772], [-3.2199, 2.7943, -0.9946], [-2.1388, 1.4035, -3.3964], [-2.0874, 0.9190, -1.7207], [0.0796, 1.8958, -3.1020], [-0.3527, 3.3145, -2.1950], [0.7323, 2.3830, -0.4309], [-0.4542, 1.1114, -0.3114], [1.3185, 0.3487, -2.4750], [1.1411, -0.3533, -0.8831], [2.6505, 1.5331, 0.0162], [3.1326, 1.7776, -1.6639], [4.7616, 0.3433, -0.9430], [3.6810, -0.6947, -1.8405], [2.5969, -1.0986, 0.5823], [4.1225, -0.4157, 1.1527], [5.2202, -2.1611, -0.5386], [3.6343, -2.9923, -0.3420], [8.0959, -4.9206, 1.9387], [8.4623, -6.0201, 3.9032], [6.7316, -6.2086, 4.2604], [8.2906, -8.2403, 2.5510], [8.1188, -8.2752, 4.2814], [6.6799, -8.4344, 3.3240], [9.6098, -5.4058, 2.2512]], "lowdin_charge": [-0.10, -0.24, -0.18, -0.16, -0.18, -0.18, -0.17, -0.19, -0.18, -0.18, -0.18, -0.20, -0.21, -0.21, -0.17, -0.19, -0.29, 0.95, -0.31, -0.27, -0.94, 0.90, -0.24, -0.12, 0.07, 0.07, 0.08, 0.11, 0.10, 0.09, 0.11, 0.11, 0.12, 0.11, 0.13, 0.11, 0.13, 0.10, 0.12, 0.11, 0.11, 0.10, 0.11, 0.10, 0.11, 0.10, 0.11, 0.11, 0.10, 0.11, 0.12, 0.12, 0.12, 0.12, 0.13, 0.11, 0.14, -0.04, 0.08, 0.15, 0.06, 0.10, 0.10, 1.21], "charge": 2, "e_homo_ev": -12.988, "e_tot_ha": -5723.68918}

***

{"formula": "C14H20N3O2S", "method": "ωB97M-V/def2-TZVPD", "species": ["C", "N", "C", "S", "N", "C", "C", "N", "C", "C", "C", "C", "C", "C", "C", "O", "C", "O", "C", "C", "H", "H", "H", "H", "H", "H", "H", "H", "H", "H", "H", "H", "H", "H", "H", "H", "H", "H", "H", "H"], "positions_angstrom": [[3.0560, 3.3818, 0.4906], [3.1691, 1.9791, 0.7983], [2.6972, 0.9954, 0.0438], [1.8834, 1.2528, -1.3882], [2.9134, -0.2909, 0.5636], [2.0004, -0.7097, 1.6065], [0.6014, -1.0069, 1.0129], [0.7191, -1.3223, -0.4274], [-0.5467, -1.8531, -0.9937], [-1.6729, -0.8698, -0.8195], [-1.6914, 0.2933, -1.5763], [-2.7079, 1.2360, -1.4467], [-3.7049, 0.9633, -0.5406], [-3.6938, -0.2109, 0.2249], [-2.6873, -1.1364, 0.1091], [-4.7824, -0.2320, 1.0355], [-5.5129, 0.9458, 0.7436], [-4.8010, 1.6942, -0.2237], [1.8834, -2.1954, -0.6545], [3.1527, -1.3649, -0.3876], [2.2372, 3.5324, -0.2116], [2.8600, 3.9414, 1.4033], [3.9774, 3.7532, 0.0377], [3.7282, 1.7273, 1.6029], [2.4232, -1.6017, 2.0734], [1.9208, 0.0663, 2.3678], [-0.0566, -0.1422, 1.1123], [0.1407, -1.8533, 1.5267], [0.9608, -0.3864, -0.9373], [-0.3745, -2.0405, -2.0561], [-0.7814, -2.7995, -0.5012], [-0.9079, 0.4790, -2.2951], [-2.7217, 2.1347, -2.0381], [-2.7002, -2.0390, 0.6969], [-5.6321, 1.5428, 1.6593], [-6.5043, 0.6778, 0.3483], [1.8770, -2.5525, -1.6843], [1.8154, -3.0574, 0.0130], [3.9367, -2.0066, 0.0243], [3.5265, -0.9250, -1.3127]], "lowdin_charge": [-0.07, -0.02, -0.74, 0.81, -0.14, -0.11, -0.08, -0.16, -0.08, -0.24, -0.05, 0.04, -0.20, -0.19, 0.05, 0.05, -0.13, 0.06, -0.09, -0.14, 0.05, 0.10, 0.10, 0.16, 0.13, 0.13, 0.14, 0.14, 0.01, 0.14, 0.14, 0.10, 0.13, 0.13, 0.15, 0.15, 0.14, 0.14, 0.13, 0.11], "charge": 1, "e_homo_ev": -10.927, "e_tot_ha": -1258.17663, "smiles": "CNC(=S)N1CC[NH+](Cc2ccc3c(c2)OCO3)CC1"}

***

{"formula": "C5H6N2S", "method": "ωB97M-V/def2-TZVPD", "species": ["C", "C", "C", "C", "C", "S", "N", "N", "H", "H", "H", "H", "H", "H"], "positions_angstrom": [[-1.5304, 1.1673, 0.2597], [-0.0915, 0.8880, 0.1699], [0.5261, -0.3094, -0.0285], [-0.0740, -1.6394, -0.2613], [1.9395, 0.0064, -0.0863], [3.1277, -1.0546, -0.2144], [2.0654, 1.3665, 0.2119], [0.8984, 1.8048, 0.3438], [-1.8472, 2.1927, 0.6142], [-2.0813, 0.4535, 0.8416], [-1.9486, 1.0472, -0.7998], [-0.6861, -1.9579, 0.5870], [0.4487, -2.4432, -0.6405], [-0.7469, -1.5219, -0.9975]], "lowdin_charge": [-0.03, -0.30, -0.25, -0.04, -0.80, 0.88, 0.01, 0.07, 0.10, 0.07, 0.11, 0.10, 0.05, 0.04], "charge": 0, "e_homo_ev": -9.262, "e_tot_ha": -701.71959, "smiles": "CC1=C(C)C(=S)N=N1"}

***

{"formula": "C2H4INS", "method": "ωB97M-V/def2-TZVPD", "species": ["C", "C", "N", "S", "I", "H", "H", "H", "H"], "positions_angstrom": [[0.2025, 0.2777, 0.1711], [-0.3321, -0.5409, -0.7450], [0.8052, -0.1853, 1.3304], [2.2889, -2.9126, 0.2526], [2.8605, -0.9033, 1.0960], [0.1684, 1.3565, 0.0356], [-0.8230, -0.1125, -1.5999], [-0.3266, -1.6077, -0.6377], [0.8807, 0.5273, 2.0496]], "lowdin_charge": [-0.42, -0.03, -0.41, -0.12, 0.81, 0.09, 0.04, 0.02, 0.01], "charge": 0, "e_homo_ev": [-6.749, -8.365], "e_tot_ha": -829.07685, "multiplicity": 3}

***

{"formula": "C6H15ClGaI2N2O2P", "method": "ωB97M-V/def2-TZVPD", "species": ["I", "I", "Ga", "P", "C", "C", "H", "H", "H", "C", "H", "H", "H", "H", "H", "H", "C", "O", "Cl", "C", "N", "C", "N", "O", "H", "H", "H", "H", "H", "H"], "positions_angstrom": [[-1.6343, -2.2405, -0.4196], [-1.5354, 1.4439, 0.0347], [0.7660, -0.1717, -0.0012], [0.3479, -0.0291, -2.3599], [-1.2349, 0.0346, -3.2606], [1.2155, 1.4549, -2.9472], [2.2061, -1.5257, -2.6979], [1.3733, -1.0997, -4.2345], [0.6396, -2.3040, -3.1098], [1.2337, -1.3856, -3.1833], [2.1574, 1.5689, -2.4005], [1.4224, 1.3265, -4.0172], [-1.0188, 0.0294, -4.3385], [-1.7801, 0.9447, -3.0014], [0.5889, 2.3394, -2.7899], [-1.8445, -0.8359, -3.0071], [-4.0813, -0.7108, -0.0125], [-4.8992, 0.0788, -0.0913], [2.9319, -0.1486, -0.0333], [1.2382, 1.1004, 4.4140], [0.0652, 0.3173, 4.0791], [-0.1223, -0.3457, 2.9236], [-1.2149, -1.1078, 2.8257], [0.7817, -0.2623, 2.0032], [1.6801, 1.5492, 3.5125], [1.9728, 0.4773, 4.9480], [0.8933, 1.8811, 5.0997], [-0.6339, 0.2022, 4.8107], [-1.4737, -1.5900, 1.9502], [-1.8591, -1.0991, 3.6058]], "lowdin_charge": [0.76, 0.79, -0.22, 0.58, -0.26, -0.22, 0.05, 0.08, 0.06, -0.22, 0.05, 0.08, 0.09, 0.03, 0.06, 0.00, -0.17, 0.08, 0.31, -0.02, 0.05, -0.55, 0.18, -0.16, 0.10, 0.11, 0.10, 0.17, -0.06, 0.14], "charge": 2, "e_homo_ev": [-16.479, -16.474], "e_tot_ha": -3818.79303}

***

{"formula": "C2H3BrFNO2", "method": "ωB97M-V/def2-TZVPD", "species": ["C", "C", "F", "Br", "N", "O", "O", "H", "H", "H"], "positions_angstrom": [[-1.0089, -0.6215, -0.0312], [0.3222, -0.0645, 0.4141], [0.3875, 0.0187, 1.7370], [1.8898, -1.5798, -0.1972], [0.6073, 1.1226, -0.3574], [0.1666, 1.1539, -1.4706], [1.1869, 2.0435, 0.1674], [-1.6553, 0.0533, 0.4849], [-0.8757, -0.4683, -1.0047], [-1.0204, -1.6577, 0.2576]], "lowdin_charge": [-0.02, -0.61, 0.09, 0.50, -0.41, 0.10, 0.13, 0.11, 0.02, 0.09], "charge": 0, "e_homo_ev": -11.025, "e_tot_ha": -2956.97627, "smiles": "C[C@@](F)(Br)[N+](=O)[O-]"}